Density functional theory data (wB97M-V/def2-TZVPD) for a 3-piece molecular cluster, C21H41BClNO8P overall in a non-equilibrium geometry.

Geometry as ORCA input:
```
! wB97M-V def2-TZVPD RIJCOSX def2/J DEFGRID3
* xyz -1 1
O 1.59430 -1.30807 5.84629
C 1.25537 -1.52485 4.70649
C 2.37969 -1.80884 3.65555
C 3.63928 -2.57184 4.23049
B 3.64633 -4.19434 3.92121
P 3.30282 -5.15433 5.59119
O 2.20951 -6.44562 5.25086
Cl 5.10991 -6.07134 6.28308
N -0.18252 -1.45047 4.40959
C -0.78916 -2.75673 4.20585
C -0.42414 -3.73213 3.18557
C -1.12935 -5.01596 3.03394
C -2.24923 -5.36691 3.90612
C -2.61150 -4.39845 4.94117
C -1.90683 -3.11923 5.09724
H 2.01096 -2.32664 2.73524
H 2.75099 -0.79306 3.31061
H 4.55863 -2.15244 3.72221
H 3.79219 -2.43152 5.33212
H 2.88866 -4.54308 3.05826
H 4.77727 -4.50724 3.62291
H 2.44203 -6.71046 4.33747
H -0.33723 -0.86925 3.58024
H 0.39497 -3.52553 2.46438
H -0.80592 -5.69120 2.20973
H -2.76595 -6.34535 3.74938
H -3.47551 -4.65958 5.60225
H -2.27018 -2.43058 5.88931
C -5.10651 1.92426 -2.17646
O -3.99815 1.13628 -1.79552
C -2.81069 1.90656 -1.66761
C -1.81325 1.19641 -0.76190
O -2.10573 1.35762 0.62354
C -3.22053 0.61850 1.12062
C -2.94034 -0.86826 1.25983
O -3.04786 -1.51445 -0.00268
C -2.34390 -2.74022 -0.02953
H -4.93108 2.38898 -3.15286
H -5.97845 1.27417 -2.24310
H -5.30510 2.69439 -1.42332
H -3.03729 2.89705 -1.25470
H -2.37935 2.02247 -2.67083
H -0.83486 1.66398 -0.90569
H -1.70189 0.14290 -1.02214
H -4.11729 0.80987 0.53087
H -3.40524 1.01810 2.12151
H -3.68216 -1.32046 1.92932
H -1.93773 -1.01353 1.67906
H -1.27778 -2.57144 0.15592
H -2.45572 -3.17577 -1.02279
H -2.75033 -3.43358 0.71297
C 1.89146 4.64782 -1.59838
O 2.07346 4.03361 -2.85910
C 1.06142 3.07690 -3.13995
C 0.94806 2.84706 -4.63763
O 0.21076 3.86709 -5.31027
C 0.87156 5.12032 -5.46469
C 1.96946 5.09526 -6.51566
O 3.15267 4.51388 -5.98402
C 4.00871 4.02541 -6.99526
H 1.93711 3.90295 -0.79727
H 2.69146 5.37349 -1.45559
H 0.93320 5.17725 -1.56588
H 0.09384 3.41471 -2.74854
H 1.34460 2.13920 -2.64483
H 0.37488 1.92902 -4.79321
H 1.92392 2.69569 -5.10045
H 1.23344 5.49767 -4.50802
H 0.09698 5.81159 -5.80844
H 2.21052 6.12220 -6.81862
H 1.62509 4.53016 -7.38974
H 3.50663 3.24607 -7.57880
H 4.88292 3.58585 -6.51567
H 4.33374 4.83805 -7.65321
*
```

The energy relative to the best compared isomer or geometry (same formula, charge and spin) comes out at 182.1 kJ/mol. The LUMO energy is 2.0 eV. Its HOMO energy is -3.63 eV. The total energy is -2307.749735 Eh.

Density functional theory data (wB97M-V/def2-TZVPD) for C21H41FeNO9 as an isolated structure in a non-equilibrium geometry.

Geometry as ORCA input:
```
! wB97M-V def2-TZVPD RIJCOSX def2/J DEFGRID3
* xyz 2 7
Fe -0.45416 -0.32668 4.94775
C 0.84871 0.27417 1.06292
C -0.19096 -0.70853 1.63480
O -0.40701 -0.62137 2.96702
H 0.58236 0.21892 0.00741
H 1.92206 0.08444 1.06844
H 0.69406 1.34047 1.22774
H -0.04742 -1.70123 1.20814
H -1.10828 -0.36735 1.15499
C 2.27281 2.62435 3.97461
C 2.02380 1.99546 5.32880
O 1.17487 0.83675 5.43529
H 2.46162 3.66165 4.25111
H 1.36710 2.60078 3.36860
H 3.12970 2.25183 3.41328
H 1.67648 2.79568 5.98233
H 2.94551 1.80784 5.87959
C -0.70859 -5.12786 2.84787
C -1.69416 -4.38765 1.96398
C -1.40756 -4.39756 0.42305
O -2.49503 -5.02387 -0.21818
C -3.34715 -5.36474 0.72995
O -4.53551 -5.74207 0.48910
O -2.81895 -5.07912 2.03661
H -0.59667 -6.18649 2.61365
H -1.02494 -5.18831 3.88921
H 0.23145 -4.61369 2.64777
H -1.84546 -3.32728 2.16604
H -0.51300 -5.01843 0.47195
H -1.26440 -3.52755 -0.21779
C -2.47662 2.37410 0.47218
C -3.35927 2.07927 1.69894
C -3.39690 3.10438 2.78520
O -4.69866 3.09438 3.17864
C -5.44802 2.69995 2.23987
O -6.71661 2.83726 2.12269
O -4.74779 2.06413 1.34529
H -2.34683 1.49337 -0.15677
H -1.46980 2.66111 0.77554
H -2.95243 3.02905 -0.25770
H -2.94883 1.17720 2.15272
H -3.14427 4.05470 2.31494
H -2.71959 2.88256 3.60992
C 0.17887 0.94930 -4.91423
C 0.29534 0.41640 -3.41662
C 0.64939 -1.15741 -3.55205
C 2.12360 -1.39064 -3.74814
C 3.07482 -0.63381 -2.65456
C 2.79648 0.91272 -2.79786
N 1.37082 1.02823 -2.62284
O 0.97899 2.29962 -2.13963
C 3.54922 1.54566 -1.53504
C 3.56272 1.33632 -4.07576
C -1.05960 0.38775 -2.58433
H 0.23520 2.03593 -4.97886
H 0.98607 0.60941 -5.56309
H -0.74178 0.51245 -5.30110
H 0.27244 -1.86148 -2.81023
H 0.14029 -1.50723 -4.45013
H 2.22458 -2.47340 -3.67381
H 2.49015 -1.19064 -4.75499
H 4.04556 -0.85872 -3.09635
H 2.90155 -1.07898 -1.67482
H 3.32896 1.21738 -0.51925
H 3.37844 2.62054 -1.47542
H 4.63606 1.46321 -1.52666
H 3.26843 0.90754 -5.03369
H 4.61368 1.13720 -3.86616
H 3.40191 2.40335 -4.22965
H -1.17910 1.26820 -1.95294
H -1.86319 -0.05489 -3.17290
H -1.01695 -0.26120 -1.70960
H 0.91141 2.08317 -1.20680
*
```

Its expectation value of S² is 12.02. The LUMO energy (spin up / spin down) is -8.2 / -9.8 eV. Its HOMO energy (spin up / spin down) is -14.11 / -14.11 eV. The total energy is -2819.420157 Eh.